No. 1
The following is a quantum chemistry calculation of a structure of composition C31H52N2O3P2W, from the OMol25 dataset.

The geometry in XYZ format:
```
91
Properties=species:S:1:pos:R:3:forces:R:3:mulliken_charge:R:1
W 0.344 1.606 0.754 -1.704 -6.541 0.202 0.219
P -2.649 -2.001 -3.297 -0.328 -1.110 -1.266 1.206
P -3.518 0.662 -1.824 -0.938 0.344 -0.626 1.823
O -1.087 0.499 3.241 1.022 -0.192 -1.220 -0.666
O 0.304 -3.739 3.934 0.448 2.040 -0.455 -0.585
O 2.515 -1.141 0.895 -1.545 0.606 1.243 -0.759
N -0.203 -1.523 3.735 -0.376 0.664 -0.105 0.127
N 0.703 -0.254 1.960 -0.855 1.379 -0.093 0.689
C -0.886 -2.198 -0.626 -0.633 -0.600 1.762 -1.239
C 1.978 -2.269 2.921 -0.106 -0.474 -0.022 2.159
C -4.002 -0.814 -2.833 -0.160 -0.395 0.092 -1.759
C 2.519 -3.592 2.307 -0.405 -0.224 0.037 -0.680
C 2.913 -1.680 4.046 -0.937 -0.032 0.297 -0.801
C 1.038 -1.765 -2.306 1.241 0.386 0.635 -0.780
C 0.933 -0.291 -2.679 -1.000 -0.693 -1.727 -0.465
C 1.309 3.296 -0.297 0.550 0.965 -0.221 -0.124
C 3.896 -3.629 1.680 0.451 0.090 -0.295 -1.291
C 0.308 3.735 0.624 0.612 0.904 -0.233 0.624
C -0.984 4.391 0.267 -0.313 0.311 0.042 -1.484
C -0.477 0.283 -2.436 0.390 0.044 -0.445 1.109
C -5.061 1.100 -0.989 -0.129 0.137 0.586 -1.393
C 0.635 -2.624 3.557 0.023 -1.482 0.525 -0.528
C 3.329 1.683 -0.201 0.443 -0.489 -0.144 -0.733
C 0.714 3.333 1.949 0.905 0.661 -0.148 0.878
C 2.673 1.894 2.927 0.334 -0.582 0.428 -0.595
C 1.949 2.593 1.836 0.381 1.211 -0.548 0.943
C 0.505 -2.292 -1.186 0.545 0.559 -0.040 -0.397
C -3.363 2.070 -2.985 0.364 0.360 0.232 -1.372
C 1.443 3.702 -1.726 -0.152 -0.089 -0.489 -1.408
C -1.696 -0.988 0.016 -0.005 -1.669 0.760 -1.136
C -2.397 -1.594 -5.076 0.213 0.218 -0.208 -1.459
C 4.324 -1.304 3.625 0.235 0.103 -0.040 -1.250
C 2.264 2.505 0.420 0.774 1.201 0.643 0.686
C -0.751 1.151 -1.232 0.938 0.418 1.700 0.021
C -0.219 -0.348 2.996 -0.312 -1.187 0.832 -0.306
C -1.471 0.476 -0.157 -3.431 0.071 -4.120 -1.827
C -3.573 -3.589 -3.592 -0.465 0.152 0.144 -1.250
C -0.132 3.500 3.149 -0.399 0.118 0.451 -1.095
C 1.739 -1.188 1.858 1.646 -0.556 -1.390 -1.007
H 4.065 -2.767 1.031 0.133 -0.285 0.108 0.164
H -1.402 -1.938 -5.392 -0.255 0.145 0.092 0.368
H 1.788 -3.913 1.551 0.027 0.082 0.116 0.388
H -2.264 1.057 0.327 0.474 0.436 1.021 1.049
H -2.760 -1.176 -0.255 0.808 -0.004 0.381 0.665
H -3.832 2.956 -2.519 0.222 -0.438 -0.301 0.440
H -0.997 5.427 0.619 -0.071 -0.061 -0.099 0.430
H 2.944 -2.427 4.858 -0.100 0.241 -0.301 0.556
H 1.147 -0.218 -3.763 0.023 0.227 0.470 0.472
H -0.724 2.588 3.325 0.041 0.364 0.115 0.209
H -3.878 1.829 -3.920 0.053 0.087 0.119 0.515
H 2.875 0.861 2.614 0.192 0.365 0.197 0.002
H 4.337 2.026 0.050 -0.151 0.096 0.035 0.423
H 4.672 -0.459 4.230 -0.019 -0.151 -0.118 0.367
H 2.076 1.853 3.844 0.058 0.026 -0.169 0.334
H 2.472 -4.374 3.083 -0.144 0.469 -0.134 0.420
H -4.100 -3.567 -4.564 0.165 -0.020 0.564 0.446
H -0.790 0.851 -3.327 0.280 0.011 0.219 0.886
H 4.698 -3.691 2.420 -0.149 0.043 -0.134 0.340
H 1.204 -2.848 -0.540 -0.676 -0.995 -1.009 0.316
H -0.828 -2.900 0.237 -0.218 0.399 -0.435 0.547
H -1.193 2.129 -1.495 0.340 -0.399 0.481 0.317
H 2.193 3.103 -2.257 -0.309 0.150 0.153 0.365
H -1.713 -1.161 1.107 0.091 0.053 -0.341 0.575
H -4.747 -1.402 -2.259 0.335 0.460 -0.161 0.599
H 1.699 0.319 -2.166 -0.206 -0.560 -0.044 -0.264
H -1.150 4.388 -0.817 0.110 0.067 0.257 0.319
H -2.458 -0.511 -5.232 0.130 -0.140 -0.097 0.352
H -1.582 -2.735 -1.329 0.889 0.744 0.548 0.535
H -1.174 -0.579 -2.398 0.493 0.518 0.026 -2.147
H 3.229 1.680 -1.290 0.113 0.027 0.229 0.341
H 1.842 -2.353 -2.819 -0.141 0.948 0.973 0.390
H -2.860 -4.426 -3.609 -0.188 0.288 0.083 0.378
H 2.388 -0.801 4.458 0.181 -0.225 -0.014 0.325
H 5.013 -2.136 3.802 -0.110 0.316 -0.203 0.370
H 3.642 2.346 3.184 -0.344 0.119 -0.287 0.335
H 4.360 -1.017 2.567 0.183 -0.069 0.262 0.270
H 0.485 3.656 4.037 -0.119 0.121 -0.058 0.463
H -5.018 0.816 0.067 -0.185 -0.031 -0.097 0.383
H -4.311 -3.760 -2.789 0.342 -0.114 -0.267 0.384
H -1.830 3.875 0.743 0.116 0.175 -0.046 0.392
H -5.221 2.183 -1.053 -0.003 -0.306 0.099 0.435
H -2.320 2.323 -3.209 -0.248 -0.100 -0.097 0.226
H -3.140 -2.096 -5.714 0.180 0.318 0.223 0.441
H -5.888 0.576 -1.467 -0.094 0.067 0.057 0.485
H -0.975 -1.638 4.380 -0.067 -0.024 -0.039 0.349
H 0.494 3.627 -2.263 0.111 -0.010 -0.017 0.222
H 3.234 0.640 0.141 0.166 0.325 -0.133 -0.117
H 3.967 -4.531 1.067 0.020 0.072 0.065 0.463
H -4.486 -0.442 -3.755 0.032 0.054 0.467 0.634
H -0.814 4.348 3.001 0.223 -0.228 0.253 0.391
H 1.763 4.753 -1.797 -0.057 -0.281 0.210 0.356
```
Positions in Å, forces in eV/Å.

Properties
Gap between HOMO and LUMO (alpha / beta): 0.154 / 0.163 Eh
2S+1: 3
Electronic energy: -2296.71577 Eh
E_LUMO (alpha / beta): -9.217 / -8.957 eV
Total charge: +2

---

No. 2
The following is a quantum chemistry calculation of a structure of composition C31H53AsN7OSe2V, from the OMol25 dataset.

The geometry in XYZ format:
```
96
Properties=species:S:1:pos:R:3:forces:R:3:mulliken_charge:R:1
Se -0.126 3.486 1.428 0.841 1.571 -0.076 -0.231
Se 1.974 0.742 -0.270 0.490 0.341 0.552 -0.426
As -3.009 -0.170 2.799 -1.177 -0.727 0.535 0.410
V 0.669 1.326 2.277 -1.434 -0.703 -1.540 0.395
O -1.470 0.337 2.534 1.345 0.668 -0.124 0.110
N 1.527 -0.394 2.992 0.326 -1.372 0.051 0.136
N 1.245 -1.228 -2.176 -0.168 0.734 -0.021 1.854
N -0.692 -1.297 0.299 0.076 0.011 0.025 0.676
N 2.530 2.127 2.829 0.855 0.501 -0.653 -0.257
N 0.062 0.625 -2.369 0.470 -0.618 0.115 1.488
N 0.417 1.723 4.279 -0.820 0.344 0.845 -0.170
N -2.904 2.908 0.714 -0.097 0.177 -0.341 -0.688
C 3.203 -2.613 -2.845 -0.138 0.273 -0.113 -0.880
C 4.034 -1.484 -3.453 0.036 -0.143 0.168 -0.254
C -1.629 -0.252 -4.025 0.041 0.057 -0.016 -0.899
C 2.295 3.262 3.723 -0.137 0.487 0.381 -0.806
C -3.359 -0.109 4.723 0.073 0.070 -0.321 -1.336
C 0.833 0.612 5.140 0.043 -0.571 0.182 -0.757
C -0.499 -0.300 -3.223 0.086 -0.828 -0.378 0.860
C 0.822 2.939 -4.254 -0.170 0.142 0.132 -0.277
C -3.870 -1.776 -1.460 0.018 -0.056 -0.042 -1.275
C -3.826 -3.137 -1.721 -0.209 -0.101 -0.032 -0.775
C -1.991 -1.412 -4.681 0.013 0.120 0.002 -0.995
C 1.080 0.035 -1.714 -0.101 -0.062 0.084 -1.182
C -4.421 0.854 1.956 0.141 -0.208 0.064 -1.165
C -0.391 1.983 -2.181 -0.028 0.821 0.350 -0.263
C 2.240 -2.175 -1.738 0.497 -0.431 0.154 -0.709
C 0.955 -0.670 4.304 -0.330 -0.215 0.769 -0.469
C 0.571 3.029 -2.749 0.077 -0.246 -0.124 -0.646
C -1.254 -2.587 -4.546 0.088 -0.077 0.012 -1.004
C -0.402 3.275 -5.098 0.239 -0.087 0.043 -1.211
C 4.993 -0.836 -2.463 -0.163 0.024 -0.135 -1.055
C -2.805 -1.145 -0.847 0.140 0.011 0.154 0.696
C -1.636 -3.249 -0.746 -0.027 0.106 0.106 0.257
C 3.425 1.119 3.407 0.337 -0.637 0.065 -0.793
C 0.251 -1.482 -3.097 -0.657 0.312 -0.502 0.241
C -0.122 -2.643 -3.757 0.064 0.084 -0.002 -0.924
C -1.809 3.109 1.019 -1.011 -0.073 -0.254 0.365
C -3.306 -2.064 2.392 0.022 0.300 0.104 -0.688
C -2.705 -3.869 -1.363 -0.019 0.076 0.006 -0.895
C 1.026 3.016 4.589 0.218 0.623 0.277 -0.602
C -1.683 -1.882 -0.460 -0.143 -0.174 -0.090 -0.984
C 2.983 -0.275 2.954 0.766 0.082 0.021 -0.431
H -4.745 -1.203 -1.735 -0.049 0.064 -0.045 0.531
H 1.271 3.085 5.656 -0.063 0.021 -0.143 0.463
H 4.611 -1.912 -4.274 -0.066 0.061 -0.093 0.426
H 1.537 -1.423 4.855 -0.054 0.081 -0.047 0.562
H -4.352 -2.193 2.116 -0.014 0.033 0.035 0.388
H -0.834 4.221 -4.780 -0.099 0.115 -0.002 0.316
H 1.785 0.855 5.619 -0.182 0.017 -0.060 0.266
H 2.640 -3.100 -3.642 0.024 -0.116 0.022 0.263
H -1.165 2.504 -5.025 -0.157 -0.063 -0.011 0.207
H -0.504 2.166 -1.105 -0.046 -0.107 -0.207 -1.250
H 2.931 2.459 1.952 0.067 0.074 0.247 0.398
H 5.609 -1.590 -1.977 0.111 -0.070 0.087 0.312
H -0.775 -3.826 -0.439 0.109 -0.072 0.042 0.409
H 4.465 1.287 3.098 -0.174 -0.013 0.141 0.546
H 3.873 -3.355 -2.406 -0.031 -0.082 -0.015 0.570
H 1.725 -3.060 -1.347 -0.013 0.080 0.059 0.159
H 1.525 2.947 -2.222 -0.103 0.040 0.081 0.130
H 0.145 4.005 -2.510 0.032 0.059 0.067 0.626
H 1.195 1.946 -4.518 0.087 -0.011 -0.005 0.058
H -0.715 -0.287 0.393 0.150 -0.401 0.021 -0.874
H -1.587 -3.476 -5.055 -0.017 -0.109 -0.068 0.416
H -2.834 -0.082 -0.633 -0.016 0.094 -0.018 0.748
H 3.375 -0.724 -3.879 -0.031 0.005 -0.097 0.127
H 2.137 4.160 3.117 0.069 -0.169 0.104 0.389
H -0.120 3.363 -6.143 -0.078 0.003 -0.125 0.419
H 0.299 3.801 4.352 0.148 -0.235 0.115 0.363
H -1.373 2.069 -2.644 -0.012 -0.068 0.049 0.877
H -4.072 1.266 1.013 -0.041 -0.164 0.134 0.314
H 5.650 -0.144 -2.982 0.113 0.099 0.016 0.401
H -4.686 1.694 2.597 0.056 -0.041 0.001 0.463
H 4.457 -0.276 -1.699 0.006 0.051 0.120 0.110
H 0.218 -1.731 0.294 -0.071 0.237 -0.134 0.122
H -2.874 -1.413 -5.299 -0.109 0.007 -0.075 0.431
H -4.664 -3.629 -2.188 -0.099 -0.037 -0.070 0.463
H -0.598 1.811 4.321 0.131 0.002 0.008 0.285
H -3.291 0.912 5.099 0.023 -0.011 -0.098 0.386
H 0.104 0.443 5.943 0.205 0.049 -0.056 0.581
H 3.399 1.194 4.497 0.005 0.080 -0.183 0.238
H -2.647 -0.745 5.252 0.003 0.038 -0.128 0.342
H 0.425 -3.563 -3.638 0.077 -0.132 0.011 0.511
H -5.284 0.213 1.800 -0.051 -0.159 0.130 0.433
H -2.225 0.640 -4.115 -0.067 0.113 -0.006 0.547
H 3.469 -1.044 3.573 -0.044 0.111 -0.143 0.428
H 2.799 -1.699 -0.927 -0.184 -0.103 -0.062 0.208
H -4.363 -0.482 4.909 -0.091 -0.028 0.006 0.431
H -0.047 -1.075 4.135 0.154 0.085 -0.026 -0.018
H -3.096 -2.662 3.279 0.022 0.112 0.029 0.459
H 1.610 3.656 -4.492 0.091 -0.095 -0.031 0.483
H 1.259 -1.156 2.376 0.001 -0.003 -0.014 0.095
H 3.168 3.437 4.365 -0.120 0.030 -0.178 0.439
H -2.687 -2.405 1.570 0.025 0.115 0.056 0.010
H -2.672 -4.933 -1.544 0.021 -0.086 -0.073 0.488
H 3.300 -0.406 1.913 -0.120 -0.105 0.197 0.064
```
Positions in Å, forces in eV/Å.

Properties
Gap between HOMO and LUMO (alpha / beta): 0.273 / 0.295 Eh
2S+1: 4
Electronic energy: -9654.11958 Eh
E_LUMO (alpha / beta): -1.990 / -2.016 eV
Total charge: +1

---

No. 3
The following is a quantum chemistry calculation of a structure of composition C31H53BCrF3N6O4PSe2, from the OMol25 dataset.

The geometry in XYZ format:
```
102
Properties=species:S:1:pos:R:3:forces:R:3:mulliken_charge:R:1
Se 0.080 -1.970 -0.693 -0.555 0.035 0.297 -0.348
Se -3.996 -2.627 -0.944 0.085 0.472 0.377 -0.491
Cr -0.607 -0.351 1.198 -0.085 -0.068 -0.158 0.140
P 3.066 1.125 -2.292 0.130 0.737 -0.017 0.547
F 2.834 -0.916 5.155 -0.028 0.192 0.269 -0.268
F 2.054 -2.847 4.530 0.359 1.247 -0.664 -0.274
F 3.181 -1.514 3.115 -0.501 -0.403 0.842 -0.183
O -1.466 -6.665 -0.843 -0.148 -0.136 0.674 -0.518
O 0.770 -1.216 2.415 -0.417 1.168 1.365 0.054
O 0.247 -0.351 4.506 1.371 -0.930 -1.351 -0.565
O -0.169 -3.644 -3.515 0.835 0.563 -0.318 -0.649
N -1.644 2.077 2.644 2.426 -0.841 -0.389 0.249
N -1.794 0.982 -0.040 -0.625 -0.363 -0.993 1.075
N -2.149 -0.848 2.444 -1.840 0.466 0.660 1.518
N -0.447 1.558 2.109 -0.004 0.724 1.042 0.888
N -3.187 0.104 2.706 0.841 -0.908 -0.416 0.294
N -2.961 1.461 0.570 1.068 -0.963 -0.788 0.498
C 2.016 1.911 2.426 -0.205 0.519 -0.746 -1.290
C -0.842 1.012 -2.409 -1.772 1.924 0.406 -1.108
C -3.894 1.754 -0.365 1.764 -0.580 -0.975 0.619
C -1.681 -4.366 -1.698 0.288 -0.347 -0.075 2.188
C -1.946 1.068 -1.389 -2.104 1.803 1.486 0.515
C 4.590 0.092 -1.875 -0.499 -0.602 0.353 0.557
C 3.279 1.209 -4.169 0.374 -0.680 0.884 0.751
C 5.935 0.736 -2.099 1.641 -0.442 0.157 -1.532
C -1.221 -5.865 -1.978 -0.285 1.286 -0.340 -1.143
C 0.589 2.140 2.767 -1.931 -0.906 -0.230 0.499
C 2.308 3.695 -1.376 0.512 0.634 0.282 -1.268
C -0.891 -3.743 -0.497 0.086 0.383 -0.660 -1.143
C 2.796 -0.143 -4.713 -0.746 -0.658 -0.711 -1.466
C -4.075 -0.383 3.612 2.317 -1.420 -0.396 1.071
C -3.174 -4.381 -1.313 -0.596 -0.534 0.494 -1.660
C -5.311 2.037 -0.038 -0.633 -0.164 -0.073 -1.457
C 4.512 3.711 -2.588 0.230 -0.457 -0.236 -1.805
C -2.416 -1.926 3.219 -0.376 1.647 0.821 0.007
C 2.609 2.400 -4.857 0.074 0.088 -0.624 -1.438
C -5.333 0.316 4.019 -0.081 -0.325 0.276 -1.256
C 3.568 2.873 -1.719 -0.134 -0.366 -0.171 0.451
C -3.536 -1.644 4.022 -0.707 0.721 -0.616 -1.476
C -1.550 -3.133 3.368 -0.127 0.239 -0.009 -1.395
C -1.491 -3.596 -3.038 -1.156 -0.158 1.027 -1.156
C 4.500 -0.536 -0.436 -0.474 0.749 -0.752 -1.449
C -2.441 3.627 4.398 0.082 0.085 -0.312 -1.429
C 0.975 -0.934 3.692 -2.967 0.769 -1.156 0.513
C 2.265 -1.534 4.127 1.686 -1.544 0.133 0.481
C 0.063 2.929 3.766 -0.820 0.811 0.696 -1.712
C -1.340 2.880 3.685 0.369 0.269 -1.179 0.974
C -3.257 1.629 -1.623 0.031 -0.760 0.686 -1.190
B -2.978 1.541 2.098 -0.500 -0.300 0.319 -0.961
H 5.039 3.163 -3.358 -0.204 -0.320 -0.355 0.402
H 0.630 3.484 4.485 0.108 0.280 0.179 0.489
H 1.674 -0.202 -4.826 1.039 0.264 0.342 0.294
H 0.089 1.128 -1.920 1.108 -0.163 0.299 -0.111
H 5.352 -1.175 -0.160 -0.271 -0.010 -0.497 0.498
H 2.133 2.009 -5.795 0.183 0.653 0.795 0.469
H 4.375 1.242 -4.266 -0.276 0.127 -0.430 0.222
H -1.034 1.944 -3.023 0.451 -1.176 0.279 0.413
H 3.554 -1.088 -0.464 0.231 -0.142 0.654 0.220
H 4.385 -0.763 -2.551 0.618 0.335 0.130 0.144
H -3.734 1.839 -2.590 0.371 -0.231 0.556 0.380
H 4.114 2.623 -0.820 0.047 -0.037 0.608 0.538
H 6.753 0.005 -1.802 -0.830 0.705 -0.438 0.410
H 1.866 2.917 -4.221 0.109 -0.424 -0.395 0.129
H -2.877 2.927 5.096 -0.366 -0.042 0.375 0.241
H -1.598 -3.500 0.280 -0.216 -0.144 0.297 -0.133
H -5.838 -0.329 4.758 0.145 0.400 -0.232 0.371
H -5.867 1.215 0.436 0.652 -0.166 -0.087 0.204
H 2.510 1.285 3.141 0.266 -0.433 0.501 0.138
H -5.416 2.866 0.638 -0.006 0.602 0.246 0.281
H -3.876 -2.296 4.822 -0.254 0.167 -0.382 0.405
H -0.835 -2.986 4.189 -0.167 0.040 -0.139 0.261
H 0.257 -2.790 -3.306 -0.323 -0.636 0.069 0.271
H 2.098 1.436 1.437 0.130 0.234 0.242 0.152
H -3.776 -4.683 -2.182 0.326 -0.615 0.261 0.437
H -1.794 -6.240 -2.850 0.077 0.188 0.288 0.378
H 3.084 -0.984 -4.052 -0.134 0.369 -0.436 0.345
H 3.194 -0.363 -5.737 -0.124 0.252 0.769 0.388
H 4.467 0.232 0.349 -0.218 -0.026 -0.185 0.242
H 1.520 3.066 -0.910 0.412 0.648 -0.213 -0.005
H 2.568 4.611 -0.741 -0.390 -1.302 -0.577 0.349
H -0.900 0.130 -2.980 0.132 -1.009 -0.798 0.235
H -3.361 -5.080 -0.419 0.364 0.934 -1.491 0.340
H -0.982 -3.241 2.454 0.153 -0.517 -0.154 0.065
H -2.169 -4.016 3.608 0.349 0.379 -0.381 0.470
H 6.185 1.087 -3.122 -0.390 -0.254 0.475 0.279
H -5.136 1.295 4.456 0.051 -0.016 0.101 0.246
H 1.984 4.106 -2.342 -0.511 -0.128 0.359 0.447
H -1.845 -2.566 -2.868 0.092 -0.351 -0.125 0.226
H 3.357 3.164 -5.143 -0.404 -0.362 0.084 0.244
H -5.872 2.232 -0.948 0.097 0.256 -0.140 0.411
H -6.030 0.477 3.188 0.303 -0.182 0.011 0.191
H -2.095 4.511 4.955 0.099 -0.406 -0.268 0.370
H 6.073 1.586 -1.418 -0.101 -0.067 -0.155 0.306
H 4.001 4.537 -3.049 -0.384 0.315 -0.384 0.397
H 5.328 4.145 -2.048 0.391 0.368 0.849 0.380
H -1.023 -7.516 -0.886 0.106 0.159 -0.299 0.299
H -3.790 2.336 2.470 -0.501 -0.343 -0.027 -0.224
H -2.170 -4.080 -3.762 0.326 0.214 -0.007 0.587
H 2.522 2.891 2.436 -0.036 -0.449 -0.216 0.467
H -0.167 -5.855 -2.260 0.150 -0.034 0.088 0.451
H -0.123 -4.408 -0.152 0.279 -0.364 0.283 0.496
H -3.242 3.940 3.690 0.688 -0.215 0.476 0.240
```
Positions in Å, forces in eV/Å.

Properties
Gap between HOMO and LUMO (alpha / beta): 0.142 / 0.181 Eh
2S+1: 4
Electronic energy: -8355.82249 Eh
E_LUMO (alpha / beta): 1.182 / 2.250 eV
Total charge: -1